# 1
C43H109CaIN7O15 as an isolated structure at a distorted geometry. Source: the Open Molecules 2025 dataset; level of theory: ωB97M-V with the def2-TZVPD basis set.

XYZ file:
```
176
Properties=species:S:1:pos:R:3
Ca 0.4508 -3.6029 -0.8638
I 0.8318 -0.5835 -0.0739
C 3.9029 -1.1060 2.5716
O 5.3519 -1.2617 2.4188
H 3.4130 -2.0777 2.5094
H 3.5996 -0.6836 3.5296
H 3.4833 -0.3880 1.8670
H 5.5365 -2.0901 1.9702
C -1.7125 -1.4487 8.2348
O -2.6812 -0.4329 8.0788
C -3.8412 -0.8367 7.2785
C -3.5201 -1.1380 5.7968
N -3.1365 0.1139 5.1478
C -2.6039 -0.1081 3.7570
C -0.9998 -0.1285 3.8386
O -0.5187 -1.0529 4.7540
C 0.8381 -1.0821 4.8780
H -2.1555 -2.2369 8.8435
H -0.8822 -0.9794 8.7623
H -1.3524 -1.9879 7.3586
H -4.5403 -0.0022 7.3327
H -4.3810 -1.6778 7.7136
H -4.3581 -1.6364 5.3096
H -2.6594 -1.8067 5.7812
H -2.3201 0.3693 5.6847
H -2.9679 0.7195 3.1482
H -2.9521 -1.0860 3.4246
H -0.7309 0.8809 4.1500
H -0.5022 -0.3518 2.8949
H 1.3030 -1.4924 3.9815
H 1.1192 -1.7124 5.7217
H 1.4039 -0.1849 5.1290
C 3.7470 -2.9301 -0.2477
O 2.7067 -3.2353 -1.2170
C 3.1106 -2.9005 -2.5757
C 2.0712 -3.6065 -3.4932
N 0.7015 -3.1471 -3.2141
C 0.5074 -1.7629 -3.7192
C 0.3462 -1.7792 -5.2329
O -0.6081 -2.7741 -5.5856
C -0.9522 -2.7159 -6.9664
H 4.6202 -3.5822 -0.2262
H 3.2904 -3.0249 0.7375
H 4.0813 -1.8987 -0.3601
H 4.0294 -3.4677 -2.7246
H 3.2299 -1.8557 -2.8627
H 2.1548 -4.6855 -3.3630
H 2.3013 -3.3619 -4.5302
H 0.2760 -3.6284 -3.9935
H 1.2700 -1.0388 -3.4325
H -0.3773 -1.4183 -3.1837
H 1.2915 -1.9483 -5.7487
H -0.0569 -0.8083 -5.5211
H -0.1397 -2.3854 -7.6135
H -1.7287 -1.9970 -7.2278
H -1.3775 -3.6881 -7.2156
C 2.4895 4.6638 5.0808
O 3.4203 4.4976 4.0345
C 3.4944 3.1301 3.5496
C 4.3228 3.0904 2.2591
N 3.7728 3.8674 1.2014
C 2.5166 3.2540 0.6257
C 1.9537 4.1285 -0.5040
O 1.1389 5.1053 0.0233
C 0.5235 5.8105 -1.0308
H 2.5825 5.6574 5.5193
H 2.6778 3.8708 5.8045
H 1.4631 4.4707 4.7688
H 2.5225 2.6409 3.4842
H 3.9977 2.6028 4.3599
H 4.4731 2.0693 1.9085
H 5.2806 3.4815 2.6025
H 3.6626 4.7719 1.6372
H 1.6961 3.1596 1.3371
H 2.7216 2.2520 0.2488
H 1.3588 3.5345 -1.1978
H 2.7750 4.5500 -1.0835
H 1.1895 6.2064 -1.7974
H -0.0038 6.6409 -0.5613
H -0.1772 5.1888 -1.5881
C 2.8412 0.5922 -5.1964
O 3.4338 0.4685 -3.8490
C 3.7096 1.6362 -3.1221
C 4.3750 1.4498 -1.7523
N 5.7068 0.8151 -1.8291
C 6.2041 0.4975 -0.5006
C 7.4516 -0.3598 -0.6457
O 7.0979 -1.5057 -1.3966
C 8.2744 -2.2787 -1.6638
H 2.6846 -0.3437 -5.7328
H 3.5024 1.2618 -5.7465
H 1.8633 1.0731 -5.1761
H 2.7340 2.1044 -2.9916
H 4.3538 2.2554 -3.7463
H 3.6566 0.9008 -1.1435
H 4.5229 2.3990 -1.2374
H 5.6280 -0.0012 -2.4186
H 5.4909 -0.0894 0.0783
H 6.4729 1.3501 0.1230
H 7.6509 -0.7697 0.3444
H 8.2469 0.2891 -1.0126
H 8.0793 -3.1404 -2.3021
H 8.6236 -2.7381 -0.7391
H 9.1191 -1.7269 -2.0762
C -2.6682 -3.3619 -2.7981
O -1.9710 -3.0459 -1.5648
C -2.9607 -3.3240 -0.5222
C -2.3066 -3.0825 0.8538
N -1.1546 -3.9981 0.9146
C -0.4769 -3.7761 2.1875
C 0.7051 -4.7700 2.3482
O 1.5924 -4.7490 1.2994
C 2.7207 -5.5676 1.5522
H -2.0494 -3.1665 -3.6738
H -3.5802 -2.7807 -2.9347
H -2.8440 -4.4325 -2.9024
H -3.2534 -4.3740 -0.5143
H -3.7904 -2.6388 -0.6958
H -2.9718 -3.2354 1.7037
H -1.9877 -2.0435 0.9363
H -1.3846 -4.9813 0.8937
H -1.1528 -4.0056 3.0112
H -0.1964 -2.7353 2.3494
H 0.3299 -5.7934 2.3602
H 1.1498 -4.6885 3.3400
H 3.4615 -5.5406 0.7532
H 2.3668 -6.5896 1.6879
H 3.2482 -5.4771 2.5018
C -6.4346 0.8054 0.3770
O -5.2277 1.6196 0.1576
C -4.0402 0.8656 0.3735
C -2.8562 1.7562 0.2308
N -2.7032 2.7629 1.3036
C -1.4266 3.4488 1.2255
C -1.5341 4.7748 2.1152
O -2.4812 5.6541 1.4250
C -2.3184 7.0053 1.9703
H -7.3341 1.2756 -0.0204
H -6.6693 0.7598 1.4405
H -6.3489 -0.1352 -0.1670
H -3.9291 0.1428 -0.4348
H -4.1886 0.3115 1.3003
H -2.8446 2.1851 -0.7712
H -2.0214 1.0559 0.2012
H -3.4900 3.3943 1.2540
H -1.1492 3.5716 0.1786
H -0.6484 2.7852 1.6028
H -0.5256 5.1842 2.1724
H -1.8308 4.5300 3.1351
H -1.3354 7.4757 1.9947
H -2.8564 7.1570 2.9060
H -2.8146 7.7150 1.3083
C -0.5215 2.4219 -3.1642
O -1.2078 1.4535 -4.0212
C -2.5945 1.4451 -3.9008
C -3.2937 0.2806 -4.5928
N -4.7020 0.4411 -4.7521
C -5.4329 0.0993 -3.5248
C -6.9918 -0.0017 -3.7625
O -7.6218 -0.2679 -2.5070
C -8.9423 -0.6675 -2.7081
H -0.8180 2.0959 -2.1673
H -0.9139 3.4306 -3.2933
H 0.5530 2.3577 -3.3357
H -3.0156 2.3701 -4.2947
H -2.7949 1.5179 -2.8318
H -3.1405 -0.5980 -3.9662
H -2.8955 0.1892 -5.6033
H -4.9098 -0.2653 -5.4434
H -5.1742 0.7403 -2.6820
H -5.2172 -0.9093 -3.1721
H -7.2715 -0.7866 -4.4652
H -7.3635 0.8569 -4.3218
H -9.4195 -0.7172 -1.7294
H -9.0760 -1.5808 -3.2880
H -9.5401 0.1000 -3.1998
```

## Properties
**Charge**: +1
**Calculated total energy**: -4190.4675 a.u.
**Largest force on an atom**: 2.950 eV/Å


# 2
An isolated molecule of C3H4N4 at a distorted geometry. Source: the Open Molecules 2025 dataset; level of theory: ωB97M-V with the def2-TZVPD basis set.

XYZ file:
```
11
Properties=species:S:1:pos:R:3
N 0.5579 -2.9345 0.6118
C 0.1737 -1.8837 0.5343
C -0.3061 -0.5163 0.5364
N 0.4543 0.3417 1.3511
N -0.3163 0.0991 -1.1934
C -1.6689 -0.6533 1.0248
N -2.7696 -0.9793 1.1475
H 1.2199 0.7221 0.9450
H -0.1703 1.0066 1.8979
H 0.0569 -0.5875 -1.7996
H -1.2148 0.3993 -1.4419
```

## Properties
**ΔE to the lowest compared entry with this formula, charge and spin**: 3.462 eV
**Charge**: 0
**Largest force on an atom**: 5.053 eV/Å
**Structure (SMILES)**: N#CC(N)(N)C#N


# 3
C42H43I3N4O3Pb as an isolated structure. Source: the Open Molecules 2025 dataset; level of theory: ωB97M-V with the def2-TZVPD basis set.

XYZ file:
```
96
Properties=species:S:1:pos:R:3
Pb -0.1021 -0.2295 0.0381
C -2.6157 -3.8883 -1.8230
C -3.0789 -2.6093 -2.4520
N -3.8582 -2.6575 -3.4980
C -4.2718 -1.5029 -4.0634
C -3.9355 -0.2648 -3.5897
C -4.5007 0.9488 -4.2853
O -5.3436 1.7368 -3.4474
C -3.0693 -0.1652 -2.4600
C -2.7502 1.1444 -1.9656
N -1.8258 1.4531 -1.1209
C -1.5043 2.7953 -0.9077
C -1.4632 3.7129 -1.9670
C -1.0299 5.0132 -1.7840
C -0.6300 5.4453 -0.5289
C -0.6724 4.5657 0.5423
C -1.0916 3.2624 0.3461
I -1.1381 1.9542 2.0230
C -2.5947 -1.3742 -1.8762
O -1.7981 -1.4717 -0.8776
H -3.0891 -4.7326 -2.3164
H -2.8533 -3.8882 -0.7575
H -1.5280 -3.9673 -1.9016
H -4.9104 -1.6132 -4.9334
H -5.0536 0.6174 -5.1695
H -3.7103 1.6222 -4.6247
H -6.0213 1.1609 -3.0781
H -3.3754 1.9471 -2.3599
H -1.7611 3.3800 -2.9534
H -1.0105 5.6936 -2.6253
H -0.2867 6.4599 -0.3793
H -0.3858 4.8983 1.5304
I -1.8769 -2.4607 4.6382
C -0.9285 -3.4724 3.0628
C -0.8833 -4.8638 3.0447
C -0.2635 -5.5245 2.0145
I -0.2307 -7.6359 2.0673
C 0.3377 -4.8110 0.9588
C 1.0180 -5.3976 -0.1301
C 1.5815 -4.6119 -1.0978
C 1.4490 -3.2209 -0.9963
N 0.8149 -2.6390 -0.0065
C 0.2697 -3.3882 0.9800
C -0.3768 -2.6706 2.0579
O -0.4246 -1.3853 2.0903
H -1.3432 -5.4215 3.8487
H 1.0960 -6.4753 -0.1829
H 2.1175 -5.0453 -1.9305
H 1.8823 -2.5661 -1.7448
C 3.6871 -0.3749 0.8954
H 4.7074 -0.5058 0.5317
H 3.0486 -1.1341 0.4438
H 3.6805 -0.5123 1.9763
C 3.7537 2.3241 2.6418
C 4.0274 2.0517 1.1978
C 5.0368 2.6146 0.5254
C 5.2422 2.3508 -0.8871
C 6.4657 2.9121 -1.5491
C 4.3230 1.6714 -1.6059
C 3.1286 1.1121 -0.9966
C 3.1619 1.0319 0.5195
N 2.0870 0.6304 -1.5686
C 1.8786 0.5560 -3.0226
C 0.5145 -0.1135 -3.2549
C 0.1627 -0.2060 -4.7394
C 0.1092 1.2053 -5.3257
C 1.4706 1.8773 -5.1275
C 2.5509 1.0565 -5.8399
C 2.5870 -0.3611 -5.2591
C 1.2272 -1.0295 -5.4634
C 2.9238 -0.2988 -3.7648
C 1.8024 1.9670 -3.6351
H 4.3969 3.1203 3.0135
H 3.9308 1.4332 3.2488
H 2.7103 2.6117 2.7883
H 5.7099 3.3114 1.0127
H 7.3003 2.9576 -0.8500
H 6.2773 3.9278 -1.9054
H 6.7548 2.3055 -2.4058
H 4.4710 1.6012 -2.6717
H 2.1422 1.1081 0.9031
H -0.2468 0.4806 -2.7526
H 0.5124 -1.1167 -2.8124
H -0.8136 -0.6897 -4.8410
H -0.6713 1.7867 -4.8229
H -0.1341 1.1617 -6.3912
H 1.4474 2.8875 -5.5478
H 3.5269 1.5376 -5.7190
H 2.3356 1.0081 -6.9112
H 3.3622 -0.9414 -5.7684
H 1.2407 -2.0480 -5.0636
H 0.9979 -1.0907 -6.5310
H 3.9315 0.0955 -3.6453
H 2.9191 -1.3072 -3.3397
H 1.0264 2.5275 -3.1044
H 2.7446 2.5012 -3.5008
```

## Properties
**ΔE to the lowest compared entry with this formula, charge and spin**: 0.000 eV
**Charge**: 0
**Largest force on an atom**: 0.945 eV/Å


# 4
A 7-piece molecular cluster, C27H70N2O9 overall at a distorted geometry. Source: the Open Molecules 2025 dataset; level of theory: ωB97M-V with the def2-TZVPD basis set.

XYZ file:
```
108
Properties=species:S:1:pos:R:3
C 8.6060 -9.3300 -28.9290
O 8.7680 -10.1520 -30.0800
C 7.9190 -11.2120 -30.3490
C 6.4150 -10.8790 -30.2550
N 5.6540 -12.0920 -30.3550
C 5.6390 -12.6980 -31.7040
C 5.2430 -14.0940 -31.5100
O 5.1730 -14.7950 -32.7190
C 4.6760 -16.0920 -32.4840
H 9.3520 -8.5750 -29.0650
H 8.6500 -9.8520 -28.0290
H 7.6900 -8.7940 -29.0410
H 8.1100 -11.9610 -29.6020
H 8.1730 -11.6580 -31.3150
H 6.0470 -10.0500 -30.8780
H 6.2070 -10.4530 -29.2860
H 4.7620 -11.7830 -30.0100
H 6.6440 -12.7170 -32.1560
H 4.9060 -12.1700 -32.3900
H 4.2880 -14.1730 -30.9430
H 5.9520 -14.6060 -30.8500
H 5.3830 -16.7400 -31.9760
H 4.3740 -16.5610 -33.4360
H 3.7380 -16.0070 -32.0230
C 6.2890 -5.3640 -35.1750
O 7.0610 -4.2510 -34.9600
C 6.4990 -3.0370 -35.3640
C 7.4170 -1.8700 -35.0490
N 6.8400 -0.5760 -35.3750
C 7.7740 0.5380 -35.1680
C 7.2390 1.8590 -35.7730
O 7.1820 2.8520 -34.7690
C 8.4420 3.5310 -34.6670
H 6.9630 -6.1930 -35.1360
H 5.7830 -5.3680 -36.1400
H 5.5280 -5.3250 -34.4260
H 5.5590 -2.9240 -34.9370
H 6.4240 -3.0020 -36.4460
H 8.3900 -2.0040 -35.5390
H 7.5850 -1.9830 -33.9480
H 5.8970 -0.4260 -35.0120
H 8.7150 0.2940 -35.5830
H 8.0240 0.6260 -34.1010
H 6.1540 1.6730 -36.1190
H 7.7870 2.1400 -36.6530
H 8.4940 4.2990 -33.9260
H 8.7640 3.9150 -35.6390
H 9.1470 2.7600 -34.3040
C 11.7910 -8.5900 -31.5670
C 11.6810 -10.1170 -31.8130
C 13.0630 -10.7330 -32.0030
O 11.1950 -10.8510 -30.7040
H 12.6120 -8.2740 -30.9260
H 10.9330 -8.1560 -31.1180
H 11.8450 -8.0670 -32.5570
H 11.1160 -10.4330 -32.7290
H 13.0260 -11.8590 -32.0850
H 13.6670 -10.4820 -31.1530
H 13.5680 -10.3480 -32.9110
H 10.3180 -10.5010 -30.4810
C 6.8160 -5.2630 -31.7990
C 7.2840 -5.7270 -30.4380
C 6.2280 -6.5810 -29.5850
O 8.3690 -6.5740 -30.6060
H 5.7990 -4.9020 -31.6930
H 6.7430 -6.1040 -32.5050
H 7.3200 -4.4080 -32.2830
H 7.6410 -4.9010 -29.8280
H 6.1100 -7.4850 -30.1530
H 5.3570 -5.9940 -29.6770
H 6.5600 -6.7390 -28.5480
H 9.0960 -6.1300 -31.0520
C 12.0150 -5.3640 -33.5640
C 11.1340 -4.6210 -32.5940
C 9.9080 -3.9900 -33.2590
O 10.6760 -5.5010 -31.5830
H 12.8930 -5.8690 -33.0540
H 12.4190 -4.6790 -34.2840
H 11.4150 -6.0360 -34.1650
H 11.7680 -3.8560 -32.1450
H 10.1870 -3.4390 -34.1260
H 9.3840 -3.2810 -32.6630
H 9.2020 -4.7670 -33.6210
H 10.8600 -5.2360 -30.6610
C 4.1550 -7.5660 -32.8980
C 4.3470 -8.9800 -33.4320
C 3.1190 -9.4670 -34.1850
O 5.4840 -8.9360 -34.2460
H 3.2530 -7.4100 -32.3140
H 4.2480 -6.8050 -33.6440
H 4.9390 -7.2970 -32.2290
H 4.5990 -9.6900 -32.6780
H 2.8900 -8.7800 -34.9790
H 2.2540 -9.4950 -33.5160
H 3.3940 -10.4540 -34.5780
H 6.2130 -8.7690 -33.6620
C 8.1400 -10.2070 -33.7900
C 8.4530 -8.9760 -32.9860
C 9.0920 -7.8710 -33.8630
O 7.3220 -8.4840 -32.4370
H 7.3460 -10.7850 -33.4620
H 9.0810 -10.7760 -33.8110
H 7.8150 -9.9930 -34.7930
H 9.0910 -9.1730 -32.1120
H 10.1100 -8.0860 -34.1240
H 9.1700 -6.9060 -33.3860
H 8.5780 -7.6840 -34.8090
H 7.5850 -7.7390 -31.8910
```

## Properties
**ΔE to the lowest compared entry with this formula, charge and spin**: 2.802 eV
**Charge**: 0
**Largest force on an atom**: 3.223 eV/Å
**Structure (SMILES)**: COCCNCCOC.COCCNCCOC.CC(C)O.CC(C)O.CC(C)O.CC(C)O.CC(C)O